Formula: C4H2EuO2
Source: OMol25
Level of theory: wB97M-V/def2-TZVPD

Summary:
calculated total energy: -27598.4583 eV
multiplicity: 8
ΔE to the lowest compared entry with this formula, charge and spin: 0.0 kcal per mole
Kohn-Sham gap (spin up / spin down): 0.22442 / 0.23151 Ha

Positions of all 9 atoms, in Å:
O (-1.344, 1.551, -0.127)
C (-1.874, 0.311, -0.055)
C (-1.077, -0.832, -0.003)
C (0.194, -0.982, 0.410)
H (-2.969, 0.269, -0.130)
C (1.715, -0.698, 0.249)
O (2.248, 0.108, -0.711)
Eu (0.653, 1.396, -0.582)
H (2.455, -1.123, 0.949)

Here are the Mulliken charges for atoms 1 to 5, given in e: -0.677, 0.094, -0.594, 0.153, 0.369